The following is a DFT calculation (ωB97M-V/def2-TZVPD) of a molecular structure, C5H6Cl2O in a non-equilibrium geometry.

Computed properties:
Energy relative to the best compared isomer or geometry (same formula, charge and spin) (kJ/mol): 531.52
Energy (eV): -32368.61780
Kohn-Sham gap (eV): 9.80

Atoms and positions in Å:
C 1.84 -0.47 -0.06
C 0.34 -0.72 -0.63
C -1.56 -0.06 -0.43
C -0.77 0.69 0.90
C 0.60 0.49 0.26
H 1.80 -1.24 0.84
H 0.33 -1.74 0.00
H -2.19 -0.94 -0.14
H -2.36 0.57 -1.08
H -0.87 1.73 1.16
H -0.86 -0.01 1.69
O -0.60 -0.40 -1.48
Cl 3.46 0.13 -0.36
Cl 0.83 1.98 -0.66

The following is a DFT calculation (ωB97M-V/def2-TZVPD) of C5H6Cl2O in the gas phase in a non-equilibrium geometry.

Computed properties:
Energy relative to the best compared isomer or geometry (same formula, charge and spin) (kJ/mol): 555.23
SMILES string: Cl[C@@H]1[C@@H]2OCC[C@@]12Cl
Energy (eV): -32368.37209
Kohn-Sham gap (eV): 9.07

Atoms and positions in Å:
C -0.12 1.77 -0.41
C 0.87 0.74 -0.26
C 0.53 -1.52 -0.04
C -0.47 -0.59 0.99
C -0.65 0.43 -0.10
H -0.04 2.51 0.58
H 1.58 0.82 0.44
H 1.25 -2.42 0.45
H -0.17 -2.27 -0.59
H -1.42 -1.10 1.19
H -0.13 -0.18 1.87
O 1.19 -0.55 -0.95
Cl -0.70 2.58 -1.86
Cl -1.71 -0.23 -1.30

The following is a DFT calculation (ωB97M-V/def2-TZVPD) of 2 unconnected molecules or ions with the total composition C5H6ClF in a non-equilibrium geometry.

Computed properties:
Energy relative to the best compared isomer or geometry (same formula, charge and spin) (kJ/mol): 496.90
Energy (eV): -20516.08608
Kohn-Sham gap (alpha / beta) (eV): 9.44 / 7.65

Atoms and positions in Å:
C -2.13 -0.78 -0.73
C 2.91 -0.15 -0.12
C -1.36 -0.01 -0.07
C 1.77 -0.35 -0.72
C -1.02 0.87 0.97
F 1.56 -0.72 -1.98
Cl -2.52 1.16 2.12
H -3.18 -0.94 -0.47
H -1.81 -1.34 -1.60
H 3.87 -0.27 -0.62
H 2.94 0.15 0.91
H -0.77 1.88 0.64
H -0.27 0.48 1.65

The following is a DFT calculation (ωB97M-V/def2-TZVPD) of C5H6ClN in the gas phase in a non-equilibrium geometry.

Computed properties:
Energy relative to the best compared isomer or geometry (same formula, charge and spin) (kJ/mol): 161.63
SMILES string: ClCc1ccc[nH]1
Energy (eV): -19292.94392
Kohn-Sham gap (eV): 9.06

Atoms and positions in Å:
C -1.85 0.44 0.44
C -0.39 0.32 -0.15
C 0.73 1.12 -0.44
C 1.86 0.18 -0.38
C 1.35 -1.14 -0.15
H -1.89 1.49 0.55
H -1.94 0.22 1.45
H 0.89 2.24 -0.59
H 3.05 0.33 -0.31
H 1.93 -2.08 -0.09
H -0.60 -1.85 0.28
N 0.04 -0.99 -0.13
Cl -3.18 -0.29 -0.48

The following is a DFT calculation (ωB97M-V/def2-TZVPD) of C5H6ClNO in the gas phase in a non-equilibrium geometry.

Computed properties:
Energy relative to the best compared isomer or geometry (same formula, charge and spin) (kJ/mol): 570.12
Energy (eV): -21336.57342
Kohn-Sham gap (eV): 7.95

Atoms and positions in Å:
C -0.18 -1.42 -0.58
C -1.29 -0.90 -0.11
C 1.18 -0.81 -0.15
C 0.90 0.66 0.11
C -0.46 0.86 0.80
N -1.42 1.70 0.29
O -1.32 2.32 -0.75
Cl -2.88 -1.26 0.23
H -0.08 -2.17 -1.29
H 1.66 -1.31 0.66
H 1.97 -0.87 -0.79
H 1.76 1.15 0.52
H 0.79 1.09 -0.85
H -0.62 0.95 1.92

The following is a DFT calculation (ωB97M-V/def2-TZVPD) of C5H6ClNO in the gas phase in a non-equilibrium geometry.

Computed properties:
Energy relative to the best compared isomer or geometry (same formula, charge and spin) (kJ/mol): 163.73
SMILES string: N#C[C@]1(CCl)C[C@@H]1O
Energy (eV): -21340.78534
Kohn-Sham gap (eV): 11.51

Atoms and positions in Å:
C 1.02 -1.06 -0.24
C 1.55 -0.69 1.16
C 0.35 -0.01 0.57
C -1.07 -0.35 0.94
C 0.50 1.40 0.18
H 1.25 -0.16 -1.95
H 0.57 -2.05 -0.33
H 2.46 -0.17 1.10
H 1.35 -1.38 1.98
H -1.44 0.29 1.68
H -1.21 -1.41 1.25
N 0.76 2.48 -0.11
O 1.80 -0.70 -1.37
Cl -2.17 -0.15 -0.45

The following is a DFT calculation (ωB97M-V/def2-TZVPD) of a molecular structure, C5H6ClNO in a non-equilibrium geometry.

Computed properties:
Energy relative to the best compared isomer or geometry (same formula, charge and spin) (kJ/mol): 508.16
Energy (eV): -21337.21555
Kohn-Sham gap (eV): 9.68

Atoms and positions in Å:
C -0.62 -0.40 -0.44
C 0.72 -1.01 -0.39
C 1.59 -0.04 -0.12
C 1.09 1.28 0.33
C -0.38 1.10 0.15
H -1.85 -0.86 1.46
H -2.82 -1.32 -0.44
H -0.96 -0.26 -1.44
H 0.64 -2.13 -0.55
H 1.72 1.90 1.05
H -1.18 1.44 0.75
N -1.69 -1.21 0.24
O 0.40 1.96 -0.59
Cl 3.34 -0.45 -0.02

The following is a DFT calculation (ωB97M-V/def2-TZVPD) of a molecular structure, C5H6ClNO in a non-equilibrium geometry.

Computed properties:
Energy relative to the best compared isomer or geometry (same formula, charge and spin) (kJ/mol): 975.60
Energy (eV): -21332.37085
Kohn-Sham gap (eV): 7.96

Atoms and positions in Å:
C 1.26 -1.46 1.33
C 0.34 -0.64 0.37
C -0.85 -1.32 0.35
C 0.84 -0.07 -1.07
C 0.29 0.83 0.09
H 0.43 -1.92 2.30
H 1.88 -0.42 1.97
H 1.88 -2.40 0.41
H 0.08 -0.29 -1.72
H 2.38 1.51 -1.06
H 0.78 1.52 0.92
N -2.09 -1.50 0.60
O 2.19 -0.01 -1.34
Cl -1.27 1.68 -0.16